(one)
C2H6N4O | ωB97M-V with the def2-TZVPD basis set

Geometry as XYZ:
```
13
Properties=species:S:1:pos:R:3
H -2.33 1.55 0.48
N 2.47 0.33 -0.20
H -2.05 1.05 -1.15
H -0.84 -1.30 -0.98
C 1.19 0.29 0.07
H 1.15 -1.74 -0.30
N -1.18 0.15 0.45
O 0.39 1.26 0.13
H 2.80 1.23 -0.42
N -2.20 0.75 -0.11
C 0.65 -1.09 0.45
N -0.76 -1.04 0.07
H 0.70 -1.46 1.50
```

## Properties
HOMO energy: -8.76 eV
LUMO: 0.00 eV
Kohn-Sham gap: 0.32207 Ha
Total charge: 0


(two)
C2H6N4O | ωB97M-V with the def2-TZVPD basis set

Geometry as XYZ:
```
13
Properties=species:S:1:pos:R:3
N -0.06 1.24 0.02
H 2.08 0.33 0.63
H -1.33 -2.68 0.14
H 1.66 2.12 -0.41
H -2.82 -0.24 -0.07
H 0.46 -2.37 0.18
H 0.36 3.19 -0.40
N -1.84 -0.08 0.02
N 0.79 2.33 0.01
N -0.57 -2.13 0.41
C -0.88 -0.85 0.15
C 0.31 0.07 0.08
O 1.64 -0.28 -0.04
```

## Properties
HOMO energy: -8.21 eV
LUMO: 0.72 eV
SMILES: [H]/N=C(N)/C(O)=N/N
Kohn-Sham gap: 0.32787 Ha
Total charge: 0


Order of stability, best first: (two), (one)


(one)
C3H11NO2 | ωB97M-V with the def2-TZVPD basis set

Geometry as XYZ:
```
17
Properties=species:S:1:pos:R:3
O 4.64 0.68 -2.63
H -0.10 2.30 0.65
H -0.40 -5.90 -1.31
N -1.66 0.68 2.10
H 0.83 -5.08 -0.58
C -0.85 -0.22 1.85
C -2.21 1.79 1.16
H -0.25 -0.38 0.96
H -3.04 1.28 0.68
H -1.39 3.15 -0.07
H 4.19 0.75 -3.49
O -0.01 -5.56 -0.50
H 5.36 1.33 -2.73
H -0.66 -1.05 2.55
H -2.49 2.56 1.87
C -1.08 2.12 0.20
H -0.88 1.54 -0.70
```

## Properties
HOMO energy (alpha / beta): -13.65 / -13.65 eV
LUMO (alpha / beta): -4.94 / -8.49 eV
Kohn-Sham gap (alpha / beta): 0.31999 / 0.18968 Ha
Spin multiplicity: 2
Total charge: +1


(two)
C3H11NO2 | ωB97M-V with the def2-TZVPD basis set

Geometry as XYZ:
```
17
Properties=species:S:1:pos:R:3
O 0.64 -2.08 -0.82
H 0.89 1.12 -0.84
H -1.03 -0.22 -1.24
H -1.97 0.29 0.37
C 1.49 0.64 -0.06
H 0.06 -1.73 0.46
H 0.91 -3.02 -0.89
H 2.38 1.17 0.25
N -0.40 -0.80 0.79
H -1.74 2.89 -1.01
O -1.12 2.35 -0.47
H -1.98 -1.36 -0.34
C -1.38 -0.45 -0.21
C 0.50 0.29 1.10
H 1.01 0.02 2.03
H 1.80 -0.31 -0.50
H -0.06 1.20 1.36
```

## Properties
HOMO energy (alpha / beta): -16.04 / -15.91 eV
LUMO (alpha / beta): -9.21 / -9.22 eV
Kohn-Sham gap (alpha / beta): 0.25091 / 0.24582 Ha
Spin multiplicity: 2
Total charge: +1


Order of stability, best first: (one), (two)